Density functional theory data (wB97M-V/def2-TZVPD) for a single C8H6O molecule.

The geometry in XYZ format:
```
15
Properties=species:S:1:pos:R:3
C 1.744 0.764 -1.046
C 0.515 1.228 -1.635
C -0.747 0.806 -1.288
C -0.832 -0.062 -0.133
O -2.037 -0.532 0.392
C -1.668 -1.262 1.499
C -0.350 -1.189 1.701
C 0.277 -0.453 0.665
C 1.447 -0.097 0.012
H 2.779 1.113 -1.391
H 0.473 2.049 -2.360
H -1.628 1.236 -1.767
H -2.418 -1.606 2.099
H 0.105 -1.508 2.576
H 2.339 -0.486 0.677
```

Output
- LUMO: 0.99 eV

Results of the Löwdin charge analysis, in e, for atoms 1 through 5: atom 1 (C): -0.067, atom 2 (C): -0.121, atom 3 (C): -0.007, atom 4 (C): -0.171, atom 5 (O): 0.043

---

Density functional theory data (wB97M-V/def2-TZVPD) for 6 unconnected molecules or ions with the total composition C26H53NO7.

The geometry in XYZ format:
```
87
Properties=species:S:1:pos:R:3
C 2.255 -1.567 -5.206
C 1.665 -2.153 -3.930
C 2.668 -2.964 -3.119
C 2.063 -3.551 -1.833
N 2.771 -3.126 -0.618
C 2.341 -1.845 -0.124
O 2.844 -0.776 -0.959
C 3.742 0.062 -0.389
O 4.898 -0.162 -0.281
H 2.537 -2.353 -5.913
H 3.154 -0.982 -4.987
H 1.537 -0.908 -5.700
H 0.804 -2.786 -4.179
H 1.263 -1.344 -3.312
H 3.070 -3.771 -3.742
H 3.515 -2.333 -2.838
H 0.998 -3.270 -1.769
H 2.105 -4.642 -1.866
H 2.589 -3.796 0.122
H 2.729 -1.727 0.893
H 1.253 -1.733 -0.107
H 3.261 0.940 0.077
C -1.424 2.148 -4.556
C -2.461 1.264 -5.247
C -1.751 -0.084 -5.268
O -0.928 -0.117 -4.103
C -0.852 1.187 -3.523
H -1.844 3.049 -4.112
H -0.649 2.444 -5.267
H -3.370 1.206 -4.644
H -2.734 1.608 -6.245
H -1.119 -0.182 -6.158
H -2.433 -0.934 -5.236
H -1.441 1.203 -2.599
H 0.190 1.393 -3.270
C -3.414 7.435 -4.565
C -4.460 6.549 -5.241
C -3.757 5.197 -5.244
O -2.933 5.177 -4.077
C -2.848 6.488 -3.515
H -3.827 8.344 -4.130
H -2.639 7.718 -5.280
H -5.367 6.505 -4.636
H -4.732 6.881 -6.242
H -3.126 5.080 -6.132
H -4.446 4.353 -5.198
H -3.436 6.522 -2.592
H -1.805 6.692 -3.268
C -0.556 -4.470 2.975
C -0.738 -3.242 3.867
C -0.016 -2.172 3.065
O -0.176 -2.531 1.686
C -0.689 -3.859 1.585
H -1.282 -5.260 3.160
H 0.446 -4.888 3.107
H -1.797 -2.999 3.972
H -0.314 -3.353 4.864
H 1.055 -2.164 3.308
H -0.419 -1.175 3.230
H -1.736 -3.821 1.265
H -0.119 -4.396 0.822
C -2.960 2.154 5.244
C -1.554 2.657 4.921
C -0.730 1.388 5.100
O -1.587 0.305 4.734
C -2.935 0.763 4.624
H -3.752 2.780 4.836
H -3.099 2.086 6.325
H -1.503 3.001 3.887
H -1.220 3.467 5.569
H -0.414 1.261 6.140
H 0.158 1.358 4.465
H -3.218 0.796 3.566
H -3.586 0.052 5.134
C 4.010 -3.012 4.606
C 4.446 -1.707 5.268
C 3.103 -1.115 5.680
O 2.250 -2.224 5.968
C 2.849 -3.432 5.500
H 4.795 -3.764 4.555
H 3.657 -2.818 3.590
H 5.057 -1.913 6.148
H 5.008 -1.049 4.606
H 2.664 -0.526 4.866
H 3.164 -0.484 6.567
H 3.196 -4.022 6.354
H 2.090 -4.009 4.967
```

Output
- LUMO: 0.66 eV

Results of the Löwdin charge analysis, in e, for atoms 1 through 5: atom 1 (C): -0.108, atom 2 (C): -0.284, atom 3 (C): -0.204, atom 4 (C): -0.216, atom 5 (N): -0.032

---

Density functional theory data (wB97M-V/def2-TZVPD) for a molecular structure, C49H45F4N6O3S3Tl.

The geometry in XYZ format:
```
111
Properties=species:S:1:pos:R:3
Tl 0.597 0.063 1.053
C 2.025 3.858 3.882
C 1.777 2.567 3.108
N 1.145 2.705 1.783
C 1.941 3.520 0.853
C 3.269 2.897 0.466
C -0.205 3.241 1.882
C -1.239 2.281 2.502
N -0.856 0.879 2.431
C -1.767 -0.020 2.972
C -1.363 -0.878 4.003
F -0.115 -0.776 4.481
C -2.198 -1.840 4.530
F -1.730 -2.653 5.492
C -3.502 -1.978 4.094
C -3.934 -1.114 3.110
F -5.188 -1.212 2.638
C -3.095 -0.162 2.565
F -3.566 0.593 1.552
H 2.422 3.604 4.867
H 1.118 4.442 4.043
H 2.760 4.500 3.393
H 1.145 1.895 3.693
H 2.721 2.045 2.967
H 2.100 4.528 1.260
H 1.345 3.659 -0.051
H 3.956 2.810 1.308
H 3.746 3.512 -0.298
H 3.131 1.895 0.053
H -0.515 3.505 0.873
H -0.235 4.181 2.449
H -2.199 2.502 2.017
H -1.382 2.520 3.563
H -4.157 -2.731 4.507
S -3.707 0.157 -3.706
C -5.036 0.115 -4.778
C -5.904 -0.883 -4.461
C -5.482 -1.628 -3.329
C -4.301 -1.187 -2.801
C -3.571 -1.717 -1.644
C -2.446 -1.036 -1.136
N -1.732 -1.418 -0.108
C -2.048 -2.592 0.476
C -3.152 -3.356 0.061
C -3.436 -4.614 0.689
C -2.613 -5.110 1.633
C -1.445 -4.384 2.042
C -0.541 -4.920 2.971
C 0.584 -4.213 3.321
C 0.739 -2.939 2.739
N -0.103 -2.401 1.888
C -1.176 -3.119 1.500
C 1.582 -4.719 4.268
C 1.560 -5.893 4.970
C 2.696 -6.068 5.799
C 3.565 -5.023 5.711
S 3.012 -3.826 4.629
C -3.927 -2.881 -1.005
H -5.109 0.828 -5.583
H -6.812 -1.081 -5.011
H -6.044 -2.455 -2.919
H -2.129 -0.127 -1.627
H -4.309 -5.167 0.364
H -2.808 -6.071 2.092
H -0.743 -5.898 3.391
H 1.592 -2.322 2.998
H 0.756 -6.612 4.904
H 2.860 -6.929 6.430
H 4.503 -4.895 6.226
H -4.778 -3.465 -1.335
O 2.297 -0.345 -2.401
C 2.268 -0.876 -1.298
O 1.176 -1.185 -0.659
C 3.570 -1.266 -0.648
C 4.545 -1.775 -1.506
C 5.793 -2.152 -1.051
C 6.095 -1.977 0.294
C 5.152 -1.444 1.151
C 3.869 -1.094 0.709
S 2.856 -0.418 1.995
H 4.289 -1.860 -2.554
H 6.525 -2.564 -1.734
H 7.072 -2.248 0.676
H 5.402 -1.292 2.194
C -1.083 2.517 -6.268
C 0.039 2.036 -5.361
N 0.912 3.113 -4.909
C 1.843 3.700 -5.873
C 1.480 5.129 -6.245
C 1.046 3.486 -3.615
O 1.915 4.250 -3.224
C 0.048 2.944 -2.631
C -1.246 3.427 -2.546
C -2.077 2.938 -1.549
C -1.579 1.982 -0.683
N -0.334 1.506 -0.769
C 0.468 1.985 -1.720
H -1.662 1.666 -6.632
H -0.691 3.049 -7.136
H -1.756 3.190 -5.734
H 0.655 1.297 -5.881
H -0.370 1.528 -4.491
H 1.838 3.056 -6.754
H 2.844 3.668 -5.443
H 0.494 5.178 -6.709
H 2.210 5.532 -6.949
H 1.482 5.759 -5.357
H -1.596 4.178 -3.244
H -3.097 3.280 -1.442
H -2.197 1.555 0.093
H 1.457 1.554 -1.794
```

Output
- LUMO: -0.51 eV

Results of the Löwdin charge analysis, in e, for atoms 1 through 5: atom 1 (Tl): 0.884, atom 2 (C): -0.070, atom 3 (C): -0.268, atom 4 (N): -0.210, atom 5 (C): -0.240

---

Density functional theory data (wB97M-V/def2-TZVPD) for 2 unconnected molecules or ions with the total composition C2H6N2O.

The geometry in XYZ format:
```
11
Properties=species:S:1:pos:R:3
C 0.356 -0.434 -2.387
N -0.176 -1.417 -1.614
H 1.281 -0.668 -2.908
H 0.069 0.622 -2.438
H -1.079 -1.165 -1.217
C -0.335 0.869 2.234
N 0.150 0.183 1.209
O -0.017 2.000 2.567
H -1.142 0.362 2.788
H 1.075 0.373 0.851
H -0.181 -0.724 0.913
```

Output
- LUMO (spin up / spin down): 3.82 / 3.76 eV
- Expectation value of S²: 0.75
- Net charge: -1
- Multiplicity: 2

Results of the Löwdin charge analysis, in e, for atoms 1 through 5: atom 1 (C): -0.431, atom 2 (N): -0.246, atom 3 (H): -0.068, atom 4 (H): -0.058, atom 5 (H): -0.086

---

Density functional theory data (wB97M-V/def2-TZVPD) for a single C18H24N6O2S molecule.

The geometry in XYZ format:
```
51
Properties=species:S:1:pos:R:3
O -1.788 -3.724 0.034
C -1.238 -2.706 0.387
C 0.188 -2.819 0.934
S 1.236 -1.339 0.988
C 1.445 -1.059 -0.710
N 0.575 -1.361 -1.653
N 1.110 -0.945 -2.789
N 2.240 -0.407 -2.601
N 2.511 -0.453 -1.294
C 3.760 0.023 -0.765
C 3.601 1.036 0.388
C 4.361 0.438 1.577
C 5.401 -0.472 0.931
C 4.620 -1.124 -0.204
N -1.779 -1.474 0.420
C -3.091 -1.100 0.100
C -4.124 -2.020 -0.018
C -5.418 -1.584 -0.243
C -5.691 -0.232 -0.337
C -4.662 0.690 -0.239
C -3.354 0.274 -0.038
N -2.255 1.163 0.067
C -1.431 1.241 -1.135
C -0.128 1.951 -0.771
O -0.363 3.237 -0.252
C -1.200 3.171 0.880
C -2.537 2.505 0.544
H 0.124 -3.146 1.974
H 0.710 -3.587 0.362
H 4.254 0.486 -1.623
H 2.553 1.207 0.628
H 4.034 1.992 0.096
H 4.807 1.207 2.203
H 3.684 -0.157 2.191
H 5.809 -1.204 1.625
H 6.222 0.121 0.527
H 5.257 -1.565 -0.968
H 3.972 -1.904 0.199
H -1.197 -0.686 0.682
H -3.908 -3.071 0.071
H -6.215 -2.306 -0.333
H -6.701 0.111 -0.500
H -4.883 1.743 -0.332
H -1.225 0.239 -1.516
H -1.942 1.814 -1.926
H 0.502 2.082 -1.653
H 0.409 1.351 -0.018
H -1.350 4.200 1.209
H -0.701 2.601 1.680
H -3.158 2.444 1.439
H -3.047 3.120 -0.215
```

Output
- LUMO: 0.32 eV

Results of the Löwdin charge analysis, in e, for atoms 1 through 5: atom 1 (O): 0.075, atom 2 (C): -0.535, atom 3 (C): -0.342, atom 4 (S): 1.003, atom 5 (C): -0.624

---

Density functional theory data (wB97M-V/def2-TZVPD) for a molecular structure, C35H52OOsP3Sb.

The geometry in XYZ format:
```
93
Properties=species:S:1:pos:R:3
Os -0.105 -0.177 -0.697
P 1.435 0.978 0.587
P -1.167 1.738 -1.396
P 1.663 -0.523 -2.231
H -1.739 -2.317 0.115
C -0.741 -2.341 -0.346
C 0.469 -2.111 0.394
H 0.452 -2.031 1.487
C 1.151 1.545 2.323
C 2.120 2.593 -0.001
C 2.935 -0.035 0.940
C -2.903 1.490 -1.919
C -1.427 3.108 -0.218
C -0.372 2.550 -2.827
C 2.723 -2.003 -1.919
C 2.984 0.735 -2.579
C 1.243 -0.798 -3.993
H -0.674 -3.039 -1.192
H 1.373 -2.588 0.006
H 0.897 0.700 2.973
H 0.354 2.297 2.383
H 2.092 1.991 2.682
H 1.331 3.342 -0.132
H 2.679 2.504 -0.934
H 2.808 2.947 0.781
H 2.650 -1.071 1.162
H 3.412 0.390 1.834
H 3.654 -0.018 0.113
H -2.952 1.445 -3.014
H -3.528 2.321 -1.565
H -3.297 0.546 -1.523
H -1.925 3.920 -0.768
H -0.492 3.493 0.199
H -2.087 2.786 0.597
H -1.019 3.382 -3.139
H -0.259 1.853 -3.668
H 0.610 2.956 -2.554
H 3.537 -2.030 -2.658
H 2.120 -2.914 -2.021
H 3.163 -1.974 -0.916
H 3.595 0.370 -3.419
H 3.648 0.907 -1.724
H 2.516 1.680 -2.884
H 2.136 -1.159 -4.525
H 0.902 0.134 -4.459
H 0.459 -1.552 -4.095
C -2.234 -1.492 -3.871
C -3.185 -0.818 -4.676
C -3.435 -1.271 -5.968
C -2.751 -2.381 -6.472
C -1.815 -3.052 -5.676
C -1.588 -2.647 -4.357
O -2.050 -1.077 -2.593
H -1.031 -0.921 -2.220
H -3.706 0.038 -4.243
H -4.165 -0.729 -6.577
H -2.954 -2.734 -7.485
H -1.244 -3.892 -6.076
H -0.909 -3.191 -3.696
C -3.704 3.248 5.131
C -2.695 3.701 4.275
C -2.198 2.859 3.267
C -2.680 1.554 3.134
C -3.710 1.117 3.969
C -4.218 1.955 4.975
Sb -1.699 -0.004 1.792
C -0.836 -0.961 3.642
C -0.562 -2.330 3.672
C 0.027 -2.926 4.797
C 0.315 -2.149 5.926
C 0.015 -0.782 5.917
C -0.571 -0.198 4.784
C -3.509 -1.204 1.634
C -3.718 -2.365 2.383
C -4.876 -3.130 2.189
C -5.842 -2.711 1.268
C -5.663 -1.514 0.564
C -4.514 -0.744 0.772
H -4.094 3.902 5.913
H -2.281 4.706 4.390
H -1.425 3.247 2.607
H -4.126 0.115 3.867
H -5.009 1.590 5.636
H -0.809 -2.970 2.823
H 0.248 -3.994 4.781
H 0.765 -2.609 6.808
H 0.230 -0.160 6.790
H -0.822 0.864 4.817
H -2.990 -2.681 3.130
H -5.015 -4.048 2.763
H -6.738 -3.308 1.108
H -6.418 -1.167 -0.145
H -4.415 0.223 0.275
```

Output
- LUMO (spin up / spin down): -10.47 / -14.80 eV
- Expectation value of S²: 6.06
- Net charge: +4
- Multiplicity: 5

Results of the Löwdin charge analysis, in e, for atoms 1 through 5: atom 1 (Os): 0.416, atom 2 (P): 0.644, atom 3 (P): 0.609, atom 4 (P): 0.717, atom 5 (H): 0.018

---

Density functional theory data (wB97M-V/def2-TZVPD) for a molecular structure, C17H29Cl2HfN9O3S.

The geometry in XYZ format:
```
62
Properties=species:S:1:pos:R:3
Hf -0.199 -0.549 0.627
Cl -0.728 -2.664 2.575
C -1.540 -1.554 3.708
Cl -1.646 0.094 2.948
H -0.943 -1.453 4.606
H -2.554 -1.896 3.882
N -0.616 2.061 0.548
C 0.092 2.443 -0.748
C -0.591 3.444 -1.672
C -1.968 3.122 -2.257
C -2.623 4.338 -2.930
N -2.138 4.549 -4.296
C -2.603 5.511 -5.112
N -3.502 6.381 -4.672
N -2.165 5.584 -6.363
C 0.289 0.991 -1.121
O -0.732 0.264 -1.343
O 1.285 0.391 -0.592
H -1.613 2.241 0.445
H -0.281 2.640 1.313
H 1.064 2.841 -0.466
H 0.123 3.638 -2.478
H -0.636 4.381 -1.108
H -2.666 2.792 -1.483
H -1.907 2.293 -2.966
H -2.416 5.232 -2.335
H -3.704 4.193 -2.955
H -1.452 3.921 -4.680
H -3.821 6.384 -3.719
H -3.885 7.092 -5.276
H -1.510 4.916 -6.731
H -2.469 6.316 -6.987
N 0.848 -4.182 -1.558
C 1.331 -3.234 -0.782
N 0.313 -2.461 -0.378
C -0.778 -3.023 -1.008
N -0.488 -4.063 -1.729
C -2.126 -2.465 -0.850
C -3.185 -2.912 -1.627
N -4.406 -2.412 -1.465
C -4.562 -1.474 -0.539
C -3.499 -0.986 0.213
N -2.265 -1.482 0.054
H 1.352 -4.938 -2.011
H 2.374 -3.130 -0.528
H -3.035 -3.682 -2.373
H -5.559 -1.078 -0.386
H -3.644 -0.207 0.950
O 1.323 -0.405 1.974
S 2.918 -0.298 1.955
C 3.279 1.329 2.687
C 4.034 1.059 3.994
C 3.448 -0.219 4.578
C 3.433 -1.214 3.422
H 2.292 1.763 2.866
H 3.812 1.916 1.942
H 3.924 1.919 4.654
H 5.099 0.937 3.793
H 2.437 -0.058 4.959
H 4.048 -0.613 5.398
H 2.778 -2.080 3.507
H 4.436 -1.567 3.164
```

Output
- LUMO: -11.39 eV
- Net charge: +4

Results of the Löwdin charge analysis, in e, for atoms 1 through 5: atom 1 (Hf): 1.595, atom 2 (Cl): 0.664, atom 3 (C): -0.756, atom 4 (Cl): 0.623, atom 5 (H): 0.063

---

Density functional theory data (wB97M-V/def2-TZVPD) for a single C4H7N3 molecule.

The geometry in XYZ format:
```
14
Properties=species:S:1:pos:R:3
C 0.479 1.570 1.817
N -0.448 0.736 1.778
N -0.070 -0.389 1.148
C 1.058 -0.524 0.139
C 0.770 -0.096 -1.395
C -0.618 -0.732 -1.828
N -1.852 -0.794 -1.980
H 0.519 2.489 2.420
H 1.314 1.620 1.289
H -0.801 -0.914 0.839
H 1.070 -1.679 -0.013
H 1.992 -0.178 0.571
H 1.419 -0.527 -2.335
H 0.939 1.020 -1.795
```

Output
- LUMO: 0.42 eV

Results of the Löwdin charge analysis, in e, for atoms 1 through 5: atom 1 (C): -0.084, atom 2 (N): -0.013, atom 3 (N): -0.091, atom 4 (C): -0.174, atom 5 (C): -0.174

---

Density functional theory data (wB97M-V/def2-TZVPD) for a single C4H14N4 molecule.

The geometry in XYZ format:
```
22
Properties=species:S:1:pos:R:3
C 1.665 -0.023 -0.435
C 0.455 -0.832 -0.002
C 0.488 -2.336 -0.813
N -0.875 -0.490 -0.396
N -1.040 0.044 -1.650
N -0.983 0.722 0.855
C -0.807 2.154 0.686
N -0.854 0.310 2.210
H 1.835 -0.055 -1.516
H 1.606 1.030 -0.156
H 2.564 -0.411 0.050
H 0.500 -1.189 1.025
H 1.489 -2.723 -0.611
H 0.354 -2.244 -1.891
H -0.255 -3.015 -0.392
H -1.968 -0.141 -2.014
H -0.242 0.137 -2.268
H 0.218 2.486 0.914
H -1.028 2.485 -0.335
H -1.475 2.726 1.350
H -0.010 0.707 2.627
H -1.639 0.658 2.762
```

Output
- LUMO: 0.99 eV

Results of the Löwdin charge analysis, in e, for atoms 1 through 5: atom 1 (C): -0.067, atom 2 (C): -0.412, atom 3 (C): -0.046, atom 4 (N): -0.080, atom 5 (N): 0.048

---

DFT total energy values (in eV) by entry order: -10439.0162 -43641.3254 -114696.7703 -7197.2914 -42925.8237 -76013.3876 -74807.7664 -8727.2116 -10330.4643.
Energy relative to the best compared isomer or geometry (same formula, charge and spin) values (in kcal/mol) by entry order: 6.3 0.0 0.0 8.1 57.4 14.6 16.5 103.0 123.1.
Strongest force on any atom values (in eV/Å) by entry order: 6.72 1.19 0.50 1.19 1.55 3.22 0.51 8.69 6.07.